No. 1
Density functional theory data (ωB97M-V with the def2-TZVPD basis set) for a molecular structure, C47H34ClF2N3O5P2S2Ti.

Its HOMO energy is -7.531 eV. The HOMO-LUMO gap comes out at 0.256 Eh. As for the calculated total energy: -5340.33176 Ha. Its multiplicity is 1.

Last column: Mulliken charge in e.
Cartesian coordinates (Å):
Ti 0.252 -0.897 1.080  -1.0702
S 0.124 0.013 -2.141  -0.4574
P -1.450 0.785 -0.471  1.5887
C -0.095 0.985 0.604  0.6497
P 0.855 2.006 1.568  1.3933
S 2.105 0.679 2.414  -0.5791
C 0.101 2.988 2.890  0.4219
C 0.910 3.932 3.528  -0.8809
C 0.438 4.636 4.620  -0.7515
C -0.849 4.400 5.091  -0.6027
C -1.650 3.457 4.472  -1.2232
C -1.177 2.748 3.377  0.3704
C 1.683 3.231 0.515  0.2402
C 2.819 2.848 -0.191  -0.3998
C 3.358 3.684 -1.155  -0.7566
C 2.766 4.911 -1.419  -0.5600
C 1.640 5.306 -0.711  -0.8047
C 1.100 4.468 0.252  -0.1125
C -1.720 1.956 -1.884  0.2883
C -2.896 1.895 -2.627  -0.7609
C -3.090 2.742 -3.704  -0.8499
C -2.125 3.689 -4.024  -0.7334
C -0.961 3.764 -3.277  -1.0496
C -0.746 2.887 -2.225  0.4395
C -2.960 1.557 0.337  0.9270
C -4.245 1.028 0.288  -0.1943
C -5.350 1.788 0.649  -0.7974
C -5.188 3.101 1.056  -0.9304
C -3.914 3.654 1.077  -0.7016
C -2.824 2.891 0.708  -1.0309
H 1.917 4.112 3.174  0.4699
H 1.072 5.362 5.107  0.4214
H -1.220 4.952 5.945  0.4031
H -2.651 3.269 4.836  0.4561
H -1.809 2.010 2.905  0.6886
H 3.283 1.893 0.028  0.3247
H 4.242 3.379 -1.698  0.4430
H 3.187 5.563 -2.173  0.4136
H 1.178 6.263 -0.911  0.4607
H 0.217 4.783 0.794  0.2655
H -3.675 1.192 -2.360  0.4335
H -4.000 2.674 -4.284  0.4236
H -2.283 4.365 -4.854  0.3919
H -0.205 4.500 -3.517  0.4859
H 0.181 2.930 -1.667  0.5434
H -4.406 0.012 -0.050  0.4117
H -6.336 1.348 0.599  0.4442
H -6.047 3.695 1.336  0.4088
H -3.771 4.684 1.375  0.5143
H -1.845 3.360 0.684  0.6926
F -4.435 -2.578 1.993  -0.4112
C -3.464 -2.370 1.073  0.4292
C -2.726 -1.257 1.086  -1.8184
C -1.642 -1.045 0.111  0.9383
C -1.259 -2.272 -0.669  0.1550
C -2.286 -3.315 -0.751  0.1072
F -2.184 -4.231 -1.741  -0.3541
C -3.331 -3.394 0.077  -0.9753
C 0.000 -2.403 -1.176  0.1761
C 0.559 -3.535 -1.964  -1.3902
C 2.612 -3.197 -2.571  0.0632
C 3.018 -1.950 -1.866  -1.4943
C 2.226 -1.142 -1.170  -0.1680
N 0.787 -1.202 -1.020  0.8526
H -2.913 -0.509 1.845  0.7922
H -4.055 -4.189 -0.010  0.5479
H -0.198 -4.296 -2.101  1.3087
H 3.425 -3.619 -3.158  0.6284
H 4.068 -1.686 -1.878  0.3854
H 2.613 -0.247 -0.690  0.1007
O 4.510 -3.907 3.855  -0.5714
C 4.741 -4.275 2.599  0.3423
O 5.776 -4.782 2.254  -0.5979
C 3.636 -4.034 1.637  -0.2608
C 3.597 -4.431 0.308  0.4586
Cl 4.762 -5.210 -0.651  -0.1254
N 2.403 -4.056 -0.206  0.2993
N 1.702 -3.363 0.692  -0.2672
C 2.418 -3.354 1.796  0.3454
C 1.799 -2.661 2.946  0.7847
O 2.249 -2.756 4.078  -0.8342
O 0.739 -1.990 2.624  -0.2411
C 1.937 -4.175 -1.577  0.8084
C 1.943 -5.619 -1.993  -0.8696
C 1.642 -6.085 -3.205  -0.5779
C 1.249 -5.314 -4.387  -0.6930
C 1.058 -3.995 -4.432  -1.2523
C 1.242 -3.058 -3.285  0.5227
H 3.608 -3.521 3.974  0.4238
H 2.180 -6.330 -1.214  0.4184
H 1.676 -7.159 -3.334  0.4342
H 1.089 -5.886 -5.291  0.4306
H 0.760 -3.554 -5.374  0.4661
H 0.990 -2.038 -3.573  0.4586
O -1.068 -0.341 3.180  -0.5808
H -0.288 0.065 3.596  0.3122
H -1.104 -1.212 3.599  0.3243

***

No. 2
Density functional theory data (ωB97M-V with the def2-TZVPD basis set) for a molecular structure, C47H35Co2NO5PS in a non-equilibrium geometry.

Its HOMO energy is -9.231 eV. The HOMO-LUMO gap comes out at 0.157 Eh. Its charge is +1. As for the calculated total energy: -5747.66148 Ha. Its multiplicity is 1.

Last column: Mulliken charge in e.
Cartesian coordinates (Å):
C -5.493 -1.338 2.833  -0.8485
N -4.402 -2.277 3.039  0.1872
C -4.434 -3.305 3.986  0.1583
C -3.299 -4.115 3.903  1.0900
C -3.161 -5.246 4.714  -0.6024
C -4.192 -5.570 5.606  -0.6224
C -5.328 -4.753 5.700  -0.6290
C -5.431 -3.592 4.922  -1.0008
S -2.152 -3.511 2.717  -0.0819
C -3.314 -2.293 2.186  0.6434
C -3.281 -1.649 0.961  -1.2169
C -2.925 -2.281 -0.298  0.8250
C -1.710 -2.977 -0.467  0.1436
C -1.342 -3.505 -1.706  -0.8034
C -2.200 -3.388 -2.808  -0.6311
C -3.440 -2.764 -2.638  -0.5459
C -3.804 -2.219 -1.412  -0.5043
H -5.116 -0.309 2.773  0.2596
H -6.051 -1.584 1.921  0.3045
H -6.179 -1.418 3.678  0.3070
H -2.259 -5.848 4.639  0.4076
H -4.112 -6.455 6.236  0.3839
H -6.128 -5.026 6.381  0.3942
H -6.269 -2.911 5.042  0.2913
H -3.789 -0.681 0.876  0.4180
H -1.056 -3.081 0.401  0.2039
H -0.384 -4.023 -1.798  0.3933
H -1.884 -3.779 -3.779  0.3988
H -4.118 -2.704 -3.489  0.3919
H -4.798 -1.784 -1.273  0.4016
O -3.833 2.063 0.127  -0.3774
C -2.886 2.577 0.548  0.2925
Co -1.426 3.436 1.020  0.0724
C -1.984 5.016 0.569  0.3980
O -2.360 6.061 0.248  -0.3374
C -1.437 3.768 2.752  0.1308
O -1.335 4.130 3.847  -0.3391
C 0.097 2.091 1.041  -1.4460
C -0.199 0.753 0.737  -0.6207
C -0.509 -0.428 1.325  0.5627
C 0.559 -1.400 1.463  0.9069
C 0.832 -2.001 2.724  -0.5064
C 1.711 -3.068 2.827  -0.7093
C 2.350 -3.552 1.679  -0.7446
C 2.233 -2.861 0.471  -1.0533
C 1.374 -1.763 0.365  0.3579
Co 0.082 1.764 -0.742  0.7283
C -0.421 0.552 -1.853  0.2189
O -0.740 -0.310 -2.570  -0.3148
C -0.857 3.205 -1.403  0.2094
O -1.302 3.923 -2.211  -0.4132
P 2.080 2.213 -1.648  1.9992
C 2.607 0.942 -2.870  0.1663
C 3.725 0.112 -2.684  -0.5405
C 4.017 -0.894 -3.609  -0.6408
C 3.213 -1.079 -4.734  -0.6372
C 2.110 -0.246 -4.934  -0.8587
C 1.822 0.772 -4.022  -0.2055
C 2.189 3.780 -2.609  -0.2937
C 2.810 3.873 -3.867  -0.4129
C 2.888 5.106 -4.521  -0.6574
C 2.332 6.250 -3.945  -0.6057
C 1.703 6.161 -2.702  -0.8229
C 1.661 4.942 -2.020  -0.1394
C 3.544 2.323 -0.534  0.0784
C 4.486 3.366 -0.593  -0.7505
C 5.616 3.342 0.232  -0.6689
C 5.816 2.296 1.137  -0.7217
C 4.870 1.270 1.216  -0.5759
C 3.741 1.285 0.394  -0.5100
H 0.954 2.341 1.686  0.8546
H -1.419 -0.543 1.924  0.6554
H 0.329 -1.605 3.609  0.4761
H 1.905 -3.523 3.797  0.5073
H 2.980 -4.435 1.739  0.4535
H 2.822 -3.152 -0.399  0.5507
H 1.248 -1.234 -0.582  0.4338
H 4.378 0.249 -1.826  0.3931
H 4.879 -1.536 -3.444  0.4456
H 3.445 -1.865 -5.454  0.4087
H 1.466 -0.388 -5.800  0.4245
H 0.992 1.454 -4.226  0.4913
H 3.234 2.987 -4.340  0.3955
H 3.389 5.168 -5.486  0.4325
H 2.394 7.209 -4.461  0.3940
H 1.242 7.041 -2.256  0.4363
H 1.231 4.900 -1.015  0.4897
H 4.343 4.195 -1.285  0.3915
H 6.344 4.148 0.168  0.4300
H 6.700 2.281 1.778  0.3813
H 5.009 0.448 1.916  0.4774
H 3.009 0.474 0.462  0.7430

***

Record-wise energy relative to the best compared isomer or geometry (same formula, charge and spin) values, in kJ/mol: 642.6 0.0